[1]
DFT (the ωB97M-V functional and the def2-TZVPD basis) results for a 6-piece molecular cluster, C28H48Br2O10 overall in a non-equilibrium geometry.

Positions of all 88 atoms, in Å:
C (-0.427, -4.066, -0.098)
C (-1.810, -3.693, -0.645)
Br (-1.653, -2.131, -1.830)
C (-2.798, -3.360, 0.498)
Br (-3.192, -4.993, 1.490)
C (-4.082, -2.654, 0.165)
C (-5.062, -2.872, -0.725)
C (-5.310, -3.926, -1.762)
O (-4.546, -5.110, -1.554)
O (-5.325, -6.016, -0.770)
C (-6.018, -1.713, -0.624)
O (-7.021, -1.524, -1.200)
O (-5.552, -0.837, 0.342)
C (-4.410, -1.389, 0.900)
O (-3.852, -0.881, 1.805)
H (-0.189, -3.499, 0.814)
H (0.353, -3.856, -0.849)
H (-0.395, -5.145, 0.122)
H (-2.197, -4.503, -1.274)
H (-2.262, -2.732, 1.232)
H (-6.387, -4.159, -1.805)
H (-5.014, -3.527, -2.754)
H (-4.952, -5.860, 0.122)
C (1.575, -0.273, 3.352)
C (0.198, -0.567, 3.941)
C (-0.661, -0.649, 2.686)
O (0.192, -1.164, 1.659)
C (1.557, -1.130, 2.093)
H (2.399, -0.527, 4.018)
H (1.664, 0.782, 3.084)
H (0.207, -1.527, 4.461)
H (-0.155, 0.194, 4.636)
H (-1.036, 0.337, 2.393)
H (-1.520, -1.313, 2.793)
H (1.890, -2.153, 2.309)
H (2.175, -0.723, 1.294)
C (-4.259, -0.961, -6.698)
C (-3.572, 0.016, -5.744)
C (-3.945, -0.562, -4.387)
O (-4.053, -1.978, -4.580)
C (-4.054, -2.285, -5.977)
H (-3.837, -0.964, -7.702)
H (-5.324, -0.730, -6.774)
H (-2.490, -0.014, -5.883)
H (-3.903, 1.047, -5.860)
H (-4.910, -0.179, -4.039)
H (-3.194, -0.364, -3.621)
H (-3.095, -2.741, -6.243)
H (-4.847, -3.009, -6.173)
C (1.991, 1.051, -1.544)
C (2.060, 2.035, -2.711)
C (0.926, 1.536, -3.599)
O (-0.056, 0.991, -2.721)
C (0.489, 0.851, -1.401)
H (2.454, 1.418, -0.632)
H (2.475, 0.109, -1.816)
H (1.851, 3.049, -2.362)
H (3.020, 2.042, -3.225)
H (1.277, 0.753, -4.281)
H (0.464, 2.327, -4.193)
H (0.047, 1.614, -0.750)
H (0.209, -0.129, -1.023)
C (6.292, 0.870, 2.137)
C (5.968, 2.295, 1.689)
C (4.746, 2.075, 0.810)
O (4.060, 0.949, 1.367)
C (4.894, 0.292, 2.319)
H (6.883, 0.821, 3.051)
H (6.829, 0.334, 1.352)
H (5.697, 2.909, 2.548)
H (6.783, 2.786, 1.159)
H (5.034, 1.846, -0.223)
H (4.071, 2.930, 0.810)
H (4.515, 0.498, 3.327)
H (4.846, -0.785, 2.146)
C (1.862, 4.820, 4.279)
C (3.140, 5.429, 4.855)
C (4.202, 4.804, 3.960)
O (3.589, 4.623, 2.683)
C (2.176, 4.811, 2.789)
H (0.962, 5.387, 4.512)
H (1.729, 3.800, 4.647)
H (3.131, 6.515, 4.735)
H (3.296, 5.203, 5.909)
H (4.516, 3.830, 4.352)
H (5.088, 5.429, 3.836)
H (1.905, 5.763, 2.322)
H (1.679, 4.005, 2.247)

Its HOMO-LUMO gap is 0.3089 Eh. The value obtained for the total energy is -190370.353 eV. As for the SMILES: C[C@H](Br)[C@H](Br)C1=C(COO)C(=O)OC1=O.C1CCOC1.C1CCOC1.C1CCOC1.C1CCOC1.C1CCOC1. The spin multiplicity is 1. The maximum force is 1.50 eV Å⁻¹.



[2]
DFT (the ωB97M-V functional and the def2-TZVPD basis) results for C28H48Cl2IrO3P2 as an isolated structure in a non-equilibrium geometry.

Positions of all 84 atoms, in Å:
P (-0.174, 0.669, -0.854)
C (-1.820, 0.149, -1.513)
C (-2.289, 0.995, -2.700)
C (-3.727, 0.622, -3.071)
C (-3.906, -0.884, -3.298)
C (-3.335, -1.740, -2.162)
C (-1.893, -1.350, -1.816)
C (1.212, 0.032, -1.887)
C (1.090, 0.431, -3.353)
C (2.402, 0.095, -4.071)
C (2.811, -1.371, -3.884)
C (2.787, -1.829, -2.420)
C (1.464, -1.475, -1.736)
C (-0.107, 2.512, -0.868)
C (-1.236, 3.123, -0.026)
C (-1.242, 4.647, -0.173)
C (0.109, 5.264, 0.201)
C (1.273, 4.593, -0.533)
C (1.242, 3.068, -0.398)
H (-2.481, 0.342, -0.647)
H (-1.621, 0.825, -3.558)
H (-2.237, 2.068, -2.468)
H (-4.018, 1.176, -3.970)
H (-4.391, 0.946, -2.258)
H (-4.971, -1.107, -3.428)
H (-3.408, -1.162, -4.236)
H (-3.956, -1.619, -1.263)
H (-3.365, -2.800, -2.442)
H (-1.530, -1.937, -0.958)
H (-1.243, -1.583, -2.673)
H (2.086, 0.537, -1.443)
H (3.192, 0.745, -3.669)
H (0.866, 1.504, -3.456)
H (0.258, -0.120, -3.818)
H (2.297, 0.326, -5.137)
H (3.812, -1.527, -4.302)
H (2.125, -2.005, -4.461)
H (2.954, -2.912, -2.357)
H (3.603, -1.341, -1.866)
H (1.496, -1.755, -0.675)
H (0.644, -2.044, -2.191)
H (-0.252, 2.783, -1.931)
H (-2.219, 2.721, -0.308)
H (-1.082, 2.835, 1.025)
H (-1.471, 4.892, -1.219)
H (-2.045, 5.070, 0.442)
H (0.263, 5.171, 1.285)
H (0.098, 6.336, -0.027)
H (2.232, 4.972, -0.160)
H (1.217, 4.846, -1.601)
H (2.074, 2.632, -0.968)
H (1.401, 2.771, 0.648)
Ir (0.180, -0.204, 1.713)
Cl (2.393, 0.363, 1.243)
Cl (-2.077, 0.471, 1.971)
C (-0.434, -1.980, 1.415)
H (-1.523, -2.124, 1.304)
C (0.325, -3.200, 1.419)
C (1.737, -3.184, 1.505)
C (2.454, -4.375, 1.470)
C (1.782, -5.601, 1.381)
C (0.378, -5.630, 1.314)
C (-0.348, -4.454, 1.327)
H (2.245, -2.222, 1.585)
H (3.542, -4.348, 1.511)
H (-0.142, -6.587, 1.248)
H (-1.438, -4.457, 1.264)
H (2.348, -6.534, 1.364)
C (2.311, -1.656, 4.910)
O (2.041, -0.356, 4.357)
P (0.596, 0.126, 3.874)
O (-0.412, -0.661, 4.832)
C (-1.530, -0.071, 5.523)
O (0.629, 1.656, 4.325)
C (-0.284, 2.713, 3.943)
H (3.281, -1.978, 4.512)
H (1.552, -2.413, 4.651)
H (2.378, -1.560, 6.003)
H (-2.183, 0.506, 4.853)
H (-2.089, -0.920, 5.929)
H (-1.169, 0.556, 6.349)
H (-1.077, 2.375, 3.253)
H (-0.752, 3.108, 4.856)
H (0.301, 3.502, 3.448)

Its HOMO-LUMO gap (alpha / beta) is 0.1503 / 0.2645 Eh. The value obtained for the total energy is -82421.340 eV. The spin multiplicity is 5. The maximum force is 3.97 eV Å⁻¹. As for the charge: -1.



[3]
DFT (the ωB97M-V functional and the def2-TZVPD basis) results for C28H48Cl2OP2Sc as an isolated structure in a non-equilibrium geometry.

Positions of all 82 atoms, in Å:
P (-0.157, -0.734, -0.732)
C (0.160, -2.454, 0.057)
C (0.263, -3.710, -0.826)
C (0.307, -4.977, 0.041)
C (1.356, -4.931, 1.163)
C (1.311, -3.618, 1.948)
C (1.350, -2.396, 1.020)
C (1.478, -0.412, -1.660)
C (2.138, -1.597, -2.359)
C (3.321, -1.123, -3.223)
C (4.342, -0.310, -2.426)
C (3.693, 0.798, -1.581)
C (2.490, 0.313, -0.757)
C (-1.157, -1.274, -2.219)
C (-2.487, -1.895, -1.773)
C (-3.216, -2.499, -2.982)
C (-3.404, -1.488, -4.122)
C (-2.093, -0.793, -4.506)
C (-1.356, -0.200, -3.298)
H (-0.755, -2.554, 0.668)
H (1.172, -3.668, -1.443)
H (-0.583, -3.787, -1.524)
H (0.485, -5.846, -0.605)
H (-0.686, -5.125, 0.487)
H (1.190, -5.779, 1.838)
H (2.358, -5.068, 0.731)
H (0.385, -3.579, 2.537)
H (2.142, -3.577, 2.659)
H (1.325, -1.479, 1.627)
H (2.298, -2.406, 0.458)
H (1.167, 0.305, -2.433)
H (2.928, -0.519, -4.053)
H (1.432, -2.148, -3.002)
H (2.516, -2.300, -1.601)
H (3.800, -1.998, -3.676)
H (5.071, 0.125, -3.122)
H (4.907, -0.986, -1.769)
H (4.448, 1.235, -0.917)
H (3.364, 1.603, -2.253)
H (2.016, 1.179, -0.269)
H (2.838, -0.363, 0.039)
H (-0.550, -2.061, -2.687)
H (-2.329, -2.684, -1.021)
H (-3.103, -1.112, -1.300)
H (-2.644, -3.361, -3.361)
H (-4.192, -2.878, -2.663)
H (-4.146, -0.732, -3.822)
H (-3.817, -1.999, -5.000)
H (-2.295, 0.002, -5.232)
H (-1.432, -1.522, -5.000)
H (-0.392, 0.207, -3.641)
H (-1.914, 0.643, -2.867)
Sc (-1.269, 1.435, 0.955)
Cl (-0.517, 2.158, -1.221)
Cl (-1.496, -0.352, 2.493)
C (-0.032, 2.754, 2.141)
H (-0.397, 3.803, 2.121)
C (1.211, 2.685, 2.816)
C (1.834, 3.837, 3.431)
C (3.130, 3.785, 3.930)
C (3.877, 2.594, 3.901)
C (3.262, 1.434, 3.406)
C (1.961, 1.461, 2.924)
H (1.262, 4.768, 3.475)
H (3.587, 4.678, 4.360)
H (3.818, 0.497, 3.416)
H (1.457, 0.546, 2.611)
H (4.902, 2.566, 4.274)
C (-2.851, 5.336, 1.894)
P (-3.506, 3.676, 2.173)
C (-3.121, 3.424, 3.920)
C (-5.283, 3.664, 1.991)
O (-2.922, 2.617, 1.227)
H (-3.295, 6.004, 2.650)
H (-3.119, 5.687, 0.888)
H (-1.755, 5.355, 2.008)
H (-3.442, 4.331, 4.461)
H (-3.673, 2.551, 4.295)
H (-2.039, 3.273, 4.056)
H (-5.541, 3.855, 0.945)
H (-5.656, 2.675, 2.279)
H (-5.731, 4.432, 2.630)

Its HOMO-LUMO gap is 0.1327 Eh. The value obtained for the total energy is -96192.485 eV. The spin multiplicity is 1. The maximum force is 2.48 eV Å⁻¹. As for the charge: -1.



[4]
DFT (the ωB97M-V functional and the def2-TZVPD basis) results for C28H48F6OP2Rh as an isolated structure in a non-equilibrium geometry.

Positions of all 86 atoms, in Å:
Rh (-0.738, -1.392, 0.374)
C (0.268, -0.835, 2.411)
C (0.468, -2.131, 1.757)
C (2.196, -0.657, 1.083)
C (1.378, 0.007, 2.014)
C (1.723, -1.990, 0.974)
C (-0.619, -0.610, 3.578)
H (-1.587, -1.118, 3.460)
H (-0.820, 0.460, 3.723)
H (-0.167, -0.985, 4.508)
C (1.736, 1.305, 2.600)
H (0.976, 1.684, 3.302)
H (1.914, 2.058, 1.810)
H (2.677, 1.178, 3.164)
C (3.346, -0.038, 0.399)
H (4.237, -0.089, 1.044)
H (3.149, 1.016, 0.187)
H (3.591, -0.537, -0.539)
C (2.426, -3.148, 0.363)
H (2.950, -3.812, 1.100)
H (3.197, -2.811, -0.348)
H (1.718, -3.788, -0.181)
C (-0.122, -3.391, 2.223)
H (0.324, -3.768, 3.148)
H (0.005, -4.154, 1.453)
H (-1.184, -3.241, 2.395)
C (-2.711, -1.354, -0.795)
C (-2.535, -2.001, 0.391)
C (-3.191, -3.387, 0.637)
C (-2.342, -4.567, 0.053)
C (-1.151, -4.086, -0.730)
C (-1.325, -3.508, -1.945)
C (-2.703, -3.271, -2.548)
C (-3.456, -2.044, -1.940)
H (-4.210, -3.442, 0.229)
H (-3.035, -5.220, -0.504)
H (-3.346, -3.537, 1.710)
H (-4.468, -2.360, -1.676)
H (-2.542, -0.299, -0.920)
H (-2.207, -1.498, 1.348)
H (-3.640, -1.324, -2.736)
H (-2.600, -3.122, -3.640)
H (-0.534, -3.515, -2.708)
H (-3.374, -4.156, -2.471)
H (-2.016, -5.179, 0.895)
H (-0.221, -4.579, -0.487)
P (-1.525, 1.698, 0.754)
C (-0.887, 2.969, 1.899)
H (-1.625, 3.784, 1.801)
H (0.112, 3.294, 1.546)
H (-0.859, 2.580, 2.934)
C (-1.858, 2.636, -0.772)
H (-2.424, 3.504, -0.400)
H (-2.456, 2.024, -1.468)
H (-0.883, 2.944, -1.206)
C (-3.081, 1.145, 1.517)
H (-3.555, 0.397, 0.862)
H (-3.679, 2.060, 1.611)
H (-2.853, 0.701, 2.498)
P (0.407, -0.092, -1.990)
C (1.304, -1.613, -2.383)
H (1.269, -1.702, -3.478)
H (0.809, -2.462, -1.904)
H (2.342, -1.534, -2.029)
C (-1.009, -0.025, -3.127)
H (-1.542, -0.989, -3.058)
H (-0.566, 0.128, -4.122)
H (-1.657, 0.817, -2.844)
C (1.525, 1.266, -2.479)
H (1.799, 1.073, -3.532)
H (2.411, 1.264, -1.820)
H (0.985, 2.222, -2.358)
C (1.376, 5.270, -0.870)
C (2.296, 4.210, -0.276)
O (1.692, 3.052, -0.161)
C (3.565, 4.095, -1.264)
F (4.318, 5.246, -1.267)
F (4.385, 3.047, -0.976)
F (3.128, 3.912, -2.551)
C (2.853, 4.795, 1.099)
F (3.226, 6.109, 0.995)
F (1.887, 4.769, 2.065)
F (3.915, 4.110, 1.592)
H (0.918, 4.897, -1.787)
H (1.927, 6.191, -1.070)
H (0.577, 5.445, -0.147)

Its HOMO-LUMO gap (alpha / beta) is 0.2729 / 0.1715 Eh. The value obtained for the total energy is -69741.057 eV. The spin multiplicity is 5. The maximum force is 6.45 eV Å⁻¹. The calculation puts the energy above the lowest of the compared OMol25 structures with the same formula, charge and spin at 0.00 kcal/mol. As for the charge: +1.



[5]
DFT (the ωB97M-V functional and the def2-TZVPD basis) results for a 3-piece molecular cluster, C28H48FN4O10P2 overall in a non-equilibrium geometry.

Positions of all 93 atoms, in Å:
C (4.356, -1.388, 5.827)
C (4.355, -1.216, 4.335)
C (5.468, -0.413, 3.742)
N (3.447, -1.700, 3.534)
C (2.145, -1.281, 3.654)
N (1.432, -1.689, 4.709)
N (0.174, -1.323, 4.955)
C (-0.351, -0.523, 4.082)
C (-1.757, -0.084, 4.336)
C (-2.044, 1.141, 4.927)
C (-3.389, 1.384, 5.135)
C (-4.324, 0.437, 4.753)
N (-4.096, -0.735, 4.149)
C (-2.788, -0.929, 3.970)
C (0.296, -0.063, 2.906)
F (-0.355, 0.703, 2.071)
C (1.599, -0.442, 2.654)
C (2.363, 0.021, 1.443)
C (2.276, 1.532, 1.154)
C (3.420, 2.343, 1.795)
C (2.983, 2.884, 3.123)
O (3.267, 2.401, 4.202)
O (2.235, 3.996, 3.039)
H (4.344, -2.441, 6.107)
H (3.502, -0.874, 6.287)
H (5.235, -0.920, 6.261)
H (6.208, -0.105, 4.472)
H (4.981, 0.491, 3.366)
H (5.890, -0.956, 2.895)
H (1.854, -2.315, 5.381)
H (-1.251, 1.821, 5.207)
H (-3.720, 2.306, 5.592)
H (-5.367, 0.656, 4.959)
H (-2.520, -1.864, 3.482)
H (3.410, -0.211, 1.634)
H (2.107, -0.565, 0.560)
H (1.330, 1.992, 1.428)
H (2.361, 1.662, 0.075)
H (3.590, 3.209, 1.151)
H (4.366, 1.815, 1.850)
H (1.982, 4.227, 3.946)
O (4.736, -0.507, -3.014)
P (3.685, -0.703, -4.030)
O (2.343, -1.172, -3.243)
C (1.802, -0.308, -2.253)
C (1.214, 0.967, -2.827)
O (4.099, -2.113, -4.719)
C (5.459, -2.564, -4.730)
C (5.652, -3.682, -3.728)
O (3.053, -0.066, -5.331)
C (2.414, -0.794, -6.398)
C (1.017, -1.262, -6.066)
H (2.577, -0.074, -1.515)
H (1.020, -0.878, -1.746)
H (1.984, 1.586, -3.293)
H (0.736, 1.550, -2.037)
H (0.474, 0.743, -3.594)
H (6.144, -1.741, -4.532)
H (5.667, -2.925, -5.739)
H (5.273, -3.396, -2.747)
H (6.706, -3.945, -3.638)
H (5.100, -4.570, -4.040)
H (3.037, -1.612, -6.748)
H (2.362, -0.083, -7.223)
H (1.029, -2.105, -5.376)
H (0.520, -1.587, -6.980)
H (0.431, -0.463, -5.614)
O (-4.724, 1.816, -3.350)
P (-5.041, 1.390, -1.976)
O (-4.348, -0.058, -1.739)
C (-2.931, -0.162, -1.867)
C (-2.210, 0.576, -0.750)
O (-6.598, 0.943, -2.078)
C (-7.465, 1.496, -3.077)
C (-7.722, 0.483, -4.171)
O (-5.125, 1.903, -0.477)
C (-6.011, 1.411, 0.539)
C (-5.609, 0.070, 1.110)
H (-2.616, 0.211, -2.845)
H (-2.694, -1.225, -1.828)
H (-2.397, 1.651, -0.807)
H (-1.132, 0.413, -0.809)
H (-2.563, 0.237, 0.225)
H (-7.050, 2.415, -3.487)
H (-8.401, 1.755, -2.578)
H (-6.786, 0.075, -4.554)
H (-8.274, 0.935, -4.996)
H (-8.303, -0.355, -3.783)
H (-7.045, 1.399, 0.202)
H (-5.964, 2.164, 1.327)
H (-5.821, -0.739, 0.413)
H (-6.173, -0.124, 2.022)
H (-4.546, 0.039, 1.346)

Its HOMO-LUMO gap is 0.2842 Eh. The value obtained for the total energy is -77540.960 eV. The spin multiplicity is 1. The maximum force is 5.64 eV Å⁻¹. The calculation puts the energy above the lowest of the compared OMol25 structures with the same formula, charge and spin at 0.00 kcal/mol. As for the charge: +1.



> The highest maximum force belongs to which entry?

C28H48F6OP2Rh